P.
DFT (ωB97M-V/def2-TZVPD) results for a 2-piece molecular cluster, C2H7NO3 overall.

## Properties
* 2S+1: 2
* highest occupied orbital energy (spin up / spin down): -14.72 / -14.71 eV
* total charge: +1

Structure (XYZ):
```
13
C2H7NO3, DFT ωB97M-V/def2-TZVPD
O -0.288 -1.750 0.062
H 2.052 0.905 0.193
H 1.638 -1.288 -0.608
H 2.357 1.183 -1.387
H -1.198 -2.006 0.326
N 1.623 0.873 -0.745
O -1.253 0.110 -0.680
H -1.946 1.361 2.611
H -0.852 1.548 1.622
C -0.292 -0.579 -0.667
C 1.156 -0.453 -1.089
H 1.127 -0.642 -2.184
O -0.989 1.480 2.578
```


Q.
DFT (ωB97M-V/def2-TZVPD) results for a 2-piece molecular cluster, C2H7NO3 overall.

## Properties
* 2S+1: 2
* highest occupied orbital energy (spin up / spin down): -15.87 / -15.52 eV
* total charge: +1

Structure (XYZ):
```
13
C2H7NO3, DFT ωB97M-V/def2-TZVPD
C -2.092 -1.050 0.285
H -2.980 -1.652 0.475
O 0.432 0.059 -1.422
N 0.961 0.725 0.807
H 1.786 1.056 1.313
O -1.078 -1.680 0.844
O -2.010 -0.116 -0.473
H 1.826 1.499 -0.972
H 2.186 -0.185 -0.591
H -0.462 0.461 -1.244
H -0.273 -1.193 0.677
H 0.322 1.515 0.877
C 1.380 0.563 -0.577
```


Which is most stable, and by how much? Q, by 0.108 eV.


P.
DFT (ωB97M-V/def2-TZVPD) results for C3H5ClOS as an isolated structure.

## Properties
* highest occupied orbital energy: -10.29 eV
* total charge: 0

Structure (XYZ):
```
11
C3H5ClOS, DFT ωB97M-V/def2-TZVPD
H -2.535 -0.550 -0.225
H 2.006 0.162 -0.141
C -0.256 -0.988 0.568
H -0.201 0.535 1.988
Cl 1.071 2.007 -1.318
C -0.107 0.486 0.839
S -1.891 -1.782 0.221
H -0.791 1.330 0.305
O 0.891 -1.619 0.691
C 1.155 1.142 0.299
H 1.691 2.028 1.175
```


Q.
DFT (ωB97M-V/def2-TZVPD) results for one molecule with the formula C3H5ClOS.

## Properties
* highest occupied orbital energy: -8.78 eV
* total charge: 0
* SMILES: COC(=S)CCl

Structure (XYZ):
```
11
C3H5ClOS, DFT ωB97M-V/def2-TZVPD
C 0.427 -0.096 0.067
H -1.081 -1.881 0.222
H 1.875 1.757 -1.173
H -0.834 -0.674 1.563
C 1.677 1.749 -0.026
H 2.363 1.084 0.741
H 1.678 2.777 0.637
C -0.898 -0.746 0.455
Cl -2.346 0.161 -0.178
S 1.569 -1.279 -0.155
O 0.442 1.153 0.068
```


R.
DFT (ωB97M-V/def2-TZVPD) results for one molecule with the formula C3H5ClOS.

## Properties
* highest occupied orbital energy: -9.37 eV
* total charge: 0
* SMILES: O[C@H](C=S)CCl

Structure (XYZ):
```
11
C3H5ClOS, DFT ωB97M-V/def2-TZVPD
S 2.161 1.381 0.352
H 0.095 1.983 -0.676
H -0.489 -0.125 -1.388
H -1.356 -1.451 0.516
C 0.094 -0.198 -0.437
C -1.009 -0.447 0.654
Cl -2.360 0.662 0.451
C 0.684 1.163 -0.304
H 1.796 -1.152 -0.264
H -0.514 -0.451 1.645
O 0.899 -1.364 -0.550
```


Which is most stable, and by how much? R, by 1.142 eV.


P.
DFT (ωB97M-V/def2-TZVPD) results for a 2-piece molecular cluster, CH3NOS overall.

## Properties
* highest occupied orbital energy: -9.80 eV
* total charge: 0
* SMILES: O=C=S.N

Structure (XYZ):
```
7
CH3NOS, DFT ωB97M-V/def2-TZVPD
O -1.500 2.399 0.796
S 0.889 3.196 1.741
C -0.457 2.730 1.222
H -0.271 -1.102 -0.277
H 0.394 -0.409 0.981
N -0.009 -0.187 0.077
H -0.801 0.485 0.010
```


Q.
DFT (ωB97M-V/def2-TZVPD) results for CH3NOS as an isolated structure.

## Properties
* highest occupied orbital energy: -9.17 eV
* total charge: 0

Structure (XYZ):
```
7
CH3NOS, DFT ωB97M-V/def2-TZVPD
N 0.605 0.164 -0.295
C -0.662 0.576 -0.041
H 1.260 0.964 0.603
H 0.208 -1.759 -0.073
O 1.046 -1.074 -0.029
S -1.911 -0.554 -0.074
H -0.547 1.683 -0.091
```


Which is most stable, and by how much? P, by 4.226 eV.


P.
DFT (ωB97M-V/def2-TZVPD) results for a 2-piece molecular cluster, CH3NOS overall.

## Properties
* highest occupied orbital energy (spin up / spin down): -9.82 / -7.94 eV
* total charge: 0

Structure (XYZ):
```
7
CH3NOS, DFT ωB97M-V/def2-TZVPD
S -0.368 1.574 -0.426
N -0.058 0.010 -0.205
H 1.340 -1.557 0.527
O 0.431 2.515 0.409
H -0.318 -3.105 -0.633
C 0.553 -0.997 -0.034
H -1.579 1.561 0.362
```


Q.
DFT (ωB97M-V/def2-TZVPD) results for one molecule with the formula CH3NOS.

## Properties
* highest occupied orbital energy (spin up / spin down): -9.30 / -9.30 eV
* total charge: 0

Structure (XYZ):
```
7
CH3NOS, DFT ωB97M-V/def2-TZVPD
S 1.719 -0.165 0.164
H 2.344 -0.666 -0.939
N 0.378 0.234 -0.513
O -1.230 -1.056 -0.004
C -0.901 0.216 0.235
H -1.546 0.969 -0.245
H -0.764 0.469 1.302
```


Which is most stable, and by how much? Q, by 2.651 eV.


P.
DFT (ωB97M-V/def2-TZVPD) results for one molecule with the formula C3H8N2.

## Properties
* highest occupied orbital energy: -8.92 eV
* total charge: 0

Structure (XYZ):
```
13
C3H8N2, DFT ωB97M-V/def2-TZVPD
H -2.256 -0.243 -0.601
H 2.412 -0.669 -1.088
H 0.047 -0.479 -1.267
H -1.320 1.228 -0.556
H -0.700 -1.034 1.403
C 1.764 -0.139 -0.362
H 2.214 -0.402 0.611
H 0.108 0.453 1.170
N 0.417 -0.863 -0.414
N 1.754 1.200 -0.414
H -2.299 0.859 0.835
C -0.463 -0.313 0.617
C -1.678 0.401 0.067
```


Q.
DFT (ωB97M-V/def2-TZVPD) results for one molecule with the formula C3H8N2.

## Properties
* highest occupied orbital energy: -8.71 eV
* total charge: 0
* SMILES: N[C@@H]1C[C@@H]1N

Structure (XYZ):
```
13
C3H8N2, DFT ωB97M-V/def2-TZVPD
C 0.394 -1.043 -0.733
C -0.856 -0.462 -0.236
C 0.350 -0.474 0.624
H 0.437 -1.381 1.224
H -1.228 1.811 -0.200
H 0.470 1.153 1.880
H -1.551 1.234 -1.709
N -0.836 0.988 -0.884
N 0.959 0.773 1.151
H 1.819 0.496 1.453
H -1.794 -1.128 -0.185
H 1.005 -0.471 -1.427
H 0.648 -2.166 -0.840
```


Which is most stable, and by how much? Q, by 1.956 eV.


P.
DFT (ωB97M-V/def2-TZVPD) results for one molecule with the formula C3H8N2.

## Properties
* highest occupied orbital energy: -8.79 eV
* total charge: 0
* SMILES: N[C@@H]1C[C@@H]1N

Structure (XYZ):
```
13
C3H8N2, DFT ωB97M-V/def2-TZVPD
H 2.356 -0.554 -0.675
H 0.018 2.231 -0.201
H 1.623 -1.546 0.452
H 1.135 0.694 1.272
H -1.512 -1.698 0.280
H -2.350 -0.634 -0.576
N -1.411 -0.856 -0.280
C 0.733 0.248 0.360
C -0.783 0.221 0.386
C -0.041 1.184 -0.508
H -0.016 0.903 -1.574
H -1.185 0.652 1.324
N 1.434 -0.845 -0.260
```


Q.
DFT (ωB97M-V/def2-TZVPD) results for one molecule with the formula C3H8N2.

## Properties
* highest occupied orbital energy: -8.33 eV
* total charge: 0
* SMILES: C=NNCC

Structure (XYZ):
```
13
C3H8N2, DFT ωB97M-V/def2-TZVPD
H 0.381 1.489 1.287
C 0.332 0.440 1.025
C -1.010 -0.324 1.130
H 0.974 -0.856 -2.123
H -1.563 0.056 2.162
H -1.533 -0.063 0.260
H -0.230 0.589 -3.121
C 0.325 0.118 -2.222
N 0.949 0.129 -0.073
H -1.050 -1.523 1.145
H 0.931 0.109 1.818
H 1.068 -0.999 -0.178
N 0.427 0.834 -1.108
```


Which is most stable, and by how much? P, by 2.588 eV.